The following is a DFT calculation (the ωB97M-V functional and the def2-TZVPD basis) of the molecule C18H19ClN2O5S.

## Properties
* SMILES: CC(=O)Nc1ccc(S(=O)(=O)N[C@@H](C)C(=O)OCc2ccc(Cl)cc2)cc1
* frontier orbital gap: 0.3508 hartree
* ΔE to the lowest compared entry with this formula, charge and spin: 0.0 kJ/mol
* HOMO energy: -0.336 Eh
* E: -2041.45500 hartree

Last columns: bonded neighbours and bond lengths (Å).
Atoms and positions in Å:
1 C -0.906 -5.305 -0.144  C2 1.512, H28 1.088, H29 1.086, H30 1.088
2 C -0.850 -3.815 -0.390  C1 1.512, O3 1.209, N4 1.369
3 O -1.779 -3.069 -0.186  C2 1.209
4 N 0.370 -3.411 -0.861  C2 1.369, C5 1.395, H31 1.011
5 C 0.803 -2.112 -1.129  N4 1.395, C6 1.395, C27 1.396
6 C -0.088 -1.061 -1.348  C5 1.395, C7 1.383, H32 1.077
7 C 0.397 0.218 -1.546  C6 1.383, C8 1.381, H33 1.079
8 C 1.760 0.442 -1.541  C7 1.381, S9 1.787, C26 1.382
9 S 2.384 2.115 -1.609  C8 1.787, O10 1.431, O11 1.431, N12 1.673
10 O 1.605 2.910 -2.508  S9 1.431
11 O 3.806 2.062 -1.763  S9 1.431
12 N 2.077 2.719 -0.079  S9 1.673, C13 1.443, H34 1.009
13 C 2.517 1.898 1.023  N12 1.443, C14 1.531, C15 1.531, H35 1.094
14 C 2.757 2.749 2.273  C13 1.531, H36 1.086, H37 1.087, H38 1.087
15 C 1.505 0.800 1.364  C13 1.531, O16 1.203, O17 1.330
16 O 1.781 -0.340 1.632  C15 1.203
17 O 0.272 1.297 1.352  C15 1.330, C18 1.431
18 C -0.822 0.420 1.640  O17 1.431, C19 1.504, H39 1.094, H40 1.098
19 C -2.039 0.871 0.881  C18 1.504, C20 1.389, C25 1.389
20 C -2.953 -0.059 0.401  C19 1.389, C21 1.383, H41 1.079
21 C -4.079 0.356 -0.287  C20 1.383, C22 1.386, H42 1.078
22 C -4.289 1.709 -0.502  C21 1.386, Cl23 1.728, C24 1.386
23 Cl -5.691 2.230 -1.366  C22 1.728
24 C -3.385 2.649 -0.032  C22 1.386, C25 1.383, H43 1.079
25 C -2.267 2.224 0.662  C19 1.389, C24 1.383, H44 1.079
26 C 2.654 -0.599 -1.383  C8 1.382, C27 1.379, H45 1.078
27 C 2.178 -1.878 -1.182  C5 1.396, C26 1.379, H46 1.080
28 H -0.647 -5.849 -1.050  C1 1.088
29 H -1.910 -5.579 0.166  C1 1.086
30 H -0.205 -5.580 0.643  C1 1.088
31 H 1.100 -4.110 -0.883  N4 1.011
32 H -1.149 -1.244 -1.341  C6 1.077
33 H -0.276 1.047 -1.704  C7 1.079
34 H 1.131 3.056 0.011  N12 1.009
35 H 3.453 1.429 0.706  C13 1.094
36 H 3.479 3.527 2.042  C14 1.086
37 H 3.141 2.129 3.078  C14 1.087
38 H 1.827 3.214 2.591  C14 1.087
39 H -0.544 -0.604 1.372  C18 1.094
40 H -1.008 0.457 2.721  C18 1.098
41 H -2.783 -1.114 0.555  C20 1.079
42 H -4.786 -0.368 -0.660  C21 1.078
43 H -3.557 3.699 -0.206  C24 1.079
44 H -1.562 2.951 1.035  C25 1.079
45 H 3.711 -0.385 -1.410  C26 1.078
46 H 2.868 -2.696 -1.040  C27 1.080

=====

The following is a DFT calculation (the ωB97M-V functional and the def2-TZVPD basis) of the molecule C18H19ClN2O6S at a distorted geometry.

## Properties
* SMILES: CC(C)NS(=O)(=O)c1ccc(OCC(=O)Nc2ccc3c(c2)OCO3)c(Cl)c1
* frontier orbital gap: 0.3113 hartree
* ΔE to the lowest compared entry with this formula, charge and spin: 77.9 kJ/mol
* HOMO energy: -0.296 Eh
* E: -2116.63775 hartree

Last columns: bonded neighbours and bond lengths (Å).
Atoms and positions in Å:
1 C 1.730 2.211 0.059  C2 1.524, H29 1.087, H30 1.088, H31 1.086
2 C 3.017 2.676 -0.612  C1 1.524, C3 1.528, N4 1.457, H32 1.099
3 C 3.724 3.743 0.223  C2 1.528, H33 1.087, H34 1.088, H35 1.086
4 N 3.869 1.520 -0.859  C2 1.457, S5 1.670, H36 1.009
5 S 4.241 0.449 0.367  N4 1.670, O6 1.436, O7 1.433, C8 1.791
6 O 4.117 1.025 1.677  S5 1.436
7 O 5.493 -0.138 -0.006  S5 1.433
8 C 2.956 -0.782 0.166  S5 1.791, C9 1.378, C28 1.382
9 C 2.176 -1.164 1.235  C8 1.378, C10 1.386, H37 1.078
10 C 1.194 -2.128 1.069  C9 1.386, C11 1.391, H38 1.078
11 C 1.000 -2.717 -0.177  C10 1.391, O12 1.359, C26 1.405
12 O 0.071 -3.668 -0.459  C11 1.359, C13 1.411
13 C -0.760 -4.133 0.582  O12 1.411, C14 1.539, H39 1.095, H40 1.095
14 C -1.775 -3.086 1.074  C13 1.539, O15 1.210, N16 1.353
15 O -2.195 -3.099 2.208  C14 1.210
16 N -2.114 -2.217 0.094  C14 1.353, C17 1.401, H41 1.013
17 C -2.975 -1.113 0.147  N16 1.401, C18 1.388, C22 1.403
18 C -3.722 -0.807 1.277  C17 1.388, C19 1.392, H42 1.076
19 C -4.574 0.294 1.300  C18 1.392, C20 1.373, H43 1.076
20 C -4.648 1.065 0.166  C19 1.373, C21 1.397, O25 1.370
21 C -3.895 0.759 -0.970  C20 1.397, C22 1.371, O23 1.367
22 C -3.052 -0.321 -1.008  C17 1.403, C21 1.371, H44 1.078
23 O -4.152 1.678 -1.949  C21 1.367, C24 1.413
24 C -5.095 2.575 -1.399  O23 1.413, O25 1.411, H45 1.102, H46 1.102
25 O -5.397 2.187 -0.077  C20 1.370, C24 1.411
26 C 1.804 -2.306 -1.254  C11 1.405, Cl27 1.722, C28 1.381
27 Cl 1.537 -3.019 -2.799  C26 1.722
28 C 2.782 -1.348 -1.084  C8 1.382, C26 1.381, H47 1.077
29 H 1.034 3.043 0.136  C1 1.087
30 H 1.265 1.417 -0.520  C1 1.088
31 H 1.950 1.842 1.056  C1 1.086
32 H 2.775 3.088 -1.602  C2 1.099
33 H 3.070 4.598 0.372  C3 1.087
34 H 4.629 4.081 -0.278  C3 1.088
35 H 3.994 3.325 1.189  C3 1.086
36 H 4.715 1.747 -1.359  N4 1.009
37 H 2.340 -0.700 2.194  C9 1.078
38 H 0.582 -2.409 1.910  C10 1.078
39 H -1.312 -4.975 0.153  C13 1.095
40 H -0.181 -4.499 1.437  C13 1.095
41 H -1.664 -2.361 -0.802  N16 1.013
42 H -3.639 -1.434 2.148  C18 1.076
43 H -5.154 0.532 2.175  C19 1.076
44 H -2.477 -0.549 -1.891  C22 1.078
45 H -6.014 2.561 -2.007  C24 1.102
46 H -4.676 3.594 -1.399  C24 1.102
47 H 3.407 -1.036 -1.904  C28 1.077

=====

The lowest E belongs to which entry? C18H19ClN2O6S